Formula: C46H40BiBrF3N3OSSi2
Source: the OMol25 dataset
Level of theory: ωB97M-V/def2-TZVPD

Last column: Löwdin charge in e.
Atoms and positions in Å:
1 Bi 0.605 0.006 0.811  1.6039
2 Br 1.338 -7.621 2.992  0.5986
3 C 1.487 -5.720 2.748  -0.7021
4 C 2.188 -4.962 3.680  -0.1636
5 C 2.295 -3.597 3.485  -0.0405
6 C 1.728 -2.942 2.349  -0.5205
7 O 1.906 -1.677 2.182  -0.3003
8 C 0.970 -3.739 1.438  -0.2103
9 C 1.706 -2.649 -1.139  -0.4463
10 N 1.818 -1.169 -1.008  -0.1384
11 C 2.579 -0.538 -1.920  -0.2977
12 C 2.881 -1.004 -3.216  -0.0485
13 C 3.566 -0.213 -4.155  -0.1255
14 C 4.045 1.041 -3.856  -0.1017
15 C 3.895 1.508 -2.525  -0.1795
16 C 4.447 2.732 -2.076  -0.0394
17 C 4.366 3.086 -0.757  -0.0808
18 C 3.715 2.212 0.136  -0.1651
19 N 3.145 1.099 -0.253  0.0637
20 C 3.206 0.731 -1.560  -0.1775
21 C 0.871 -5.117 1.663  -0.1597
22 H 2.634 -5.436 4.546  0.0839
23 H 2.826 -2.979 4.206  0.1048
24 H 1.559 -2.959 -2.186  0.0766
25 H 2.534 -1.979 -3.526  0.0840
26 H 3.706 -0.610 -5.157  0.0895
27 H 4.551 1.654 -4.595  0.0863
28 H 4.955 3.367 -2.795  0.1032
29 H 4.785 4.018 -0.395  0.0914
30 H 3.658 2.444 1.199  0.1078
31 H 0.307 -5.742 0.976  0.0826
32 C -0.998 -1.802 3.762  -0.2035
33 Si -1.437 -1.622 1.941  0.4926
34 C -3.038 -0.623 1.991  -0.2198
35 C -2.110 -3.350 1.384  -0.2788
36 C -3.228 -3.912 2.003  -0.1032
37 C -3.748 -5.138 1.588  -0.1129
38 C -3.179 -5.803 0.510  -0.1168
39 C -2.071 -5.251 -0.131  -0.1137
40 C -1.511 -4.050 0.318  -0.2922
41 Si 0.077 -3.061 -0.166  0.6549
42 C 3.018 -3.290 -0.663  -0.0987
43 C -0.987 -2.099 -1.459  -0.2122
44 H -1.824 -2.323 4.267  0.0278
45 H -0.878 -0.812 4.216  -0.0072
46 H -0.076 -2.362 3.928  0.0140
47 H -3.739 -1.151 2.655  0.0217
48 H -3.511 -0.514 1.007  0.0206
49 H -2.860 0.380 2.398  -0.0001
50 H -3.699 -3.396 2.836  0.0873
51 H -4.598 -5.570 2.106  0.0852
52 H -3.584 -6.754 0.182  0.0854
53 H -1.633 -5.777 -0.978  0.0947
54 H 2.927 -4.378 -0.552  0.0698
55 H 3.303 -2.864 0.299  0.0687
56 H 3.821 -3.076 -1.382  0.0638
57 H -1.231 -2.871 -2.211  0.0409
58 H -0.487 -1.266 -1.957  0.0066
59 H -1.936 -1.744 -1.035  0.0185
60 F -0.939 4.291 5.098  0.1104
61 C 0.373 4.440 4.831  -0.5953
62 F 1.047 3.530 5.559  0.1152
63 F 0.723 5.669 5.331  0.0721
64 C 0.681 4.376 3.367  -0.1467
65 C 1.252 5.487 2.772  -0.0407
66 C 1.503 5.507 1.408  -0.0925
67 C 1.142 4.381 0.691  -0.1668
68 N 0.613 3.289 1.242  0.0132
69 C 0.366 3.224 2.579  -0.7265
70 S -0.326 1.774 3.207  0.5422
71 H 1.490 6.349 3.379  0.1074
72 H 1.956 6.363 0.921  0.0870
73 H 1.274 4.344 -0.393  0.1083
74 C -1.542 3.810 -5.357  -0.1280
75 C -0.534 2.857 -5.464  -0.1080
76 C -0.146 2.120 -4.351  -0.0424
77 C -0.759 2.295 -3.103  -0.1851
78 C -1.758 3.278 -3.007  -0.0274
79 C -2.144 4.019 -4.119  -0.1009
80 C -0.250 1.459 -1.971  -0.1266
81 C -0.841 1.083 -0.829  -0.2830
82 C -2.275 1.421 -0.593  -0.2880
83 C -2.717 2.336 0.370  -0.0730
84 C -4.068 2.634 0.510  -0.0956
85 C -5.020 2.014 -0.292  -0.1194
86 C -4.597 1.099 -1.249  -0.1028
87 C -3.245 0.815 -1.400  -0.0730
88 H -1.846 4.391 -6.220  0.0837
89 H -0.042 2.694 -6.419  0.0905
90 H 0.655 1.388 -4.437  0.1056
91 H -2.225 3.473 -2.049  0.1040
92 H -2.920 4.772 -4.015  0.0924
93 H 0.752 1.099 -2.168  0.0609
94 H -1.987 2.820 0.997  0.0731
95 H -4.376 3.355 1.261  0.0960
96 H -6.075 2.243 -0.175  0.0849
97 H -5.322 0.608 -1.890  0.0917
98 H -2.923 0.122 -2.171  0.1112

ΔE to the lowest compared entry with this formula, charge and spin   254.2 kJ/mol
Lowest unoccupied orbital energy   4.06 eV
Highest occupied orbital energy   -2.085 eV
Total charge   -2